Record 1
# C5H9NO

The molecule C5H9NO (the ωB97M-V functional and the def2-TZVPD basis, OMol25).

```
16
Properties=species:S:1:pos:R:3:forces:R:3
C -0.80631 -1.62440 -0.15447 -0.203 -0.138 0.044
H -1.88588 3.02054 -0.10045 0.169 -0.005 0.073
C 0.66203 -1.84135 -0.34025 0.179 -0.092 0.046
C 0.95584 1.09116 0.88917 0.034 0.038 0.061
H 0.40805 1.42850 1.77381 0.105 -0.031 -0.094
C -0.00292 0.72880 -0.20339 -0.255 0.102 -0.036
C 0.01659 -0.59952 -0.89038 -0.110 0.082 -0.115
H 1.60235 0.25152 1.15150 -0.098 0.139 -0.055
H -0.05633 -0.54775 -1.97356 -0.184 -0.046 0.204
H -1.54303 -2.21108 -0.68922 0.177 -0.066 0.000
O -1.07890 2.60959 0.23252 -0.094 0.428 -0.018
H -1.12339 -1.30231 0.83567 -0.005 -0.126 -0.198
H 1.58364 1.92656 0.56226 -0.058 -0.069 0.073
H 0.95141 -2.58223 -1.07932 0.059 0.154 0.101
N -0.99833 1.45534 -0.54104 0.427 -0.430 0.042
H 1.31517 -1.80336 0.52716 -0.142 0.061 -0.126
```
Forces are in eV/Å.

Energy above the lowest of the compared OMol25 structures with the same formula, charge and spin ... 306.5 kJ/mol
Electronic energy ... -325.82083 Eh
SMILES string ... C/C(=N\O)C1CC1
Charge ... 0
Largest force on an atom ... 0.61 eV Å⁻¹
E_HOMO ... -0.3334 hartree
Orbital gap ... 10.1 eV


Record 2
# C5H9NO

A cluster of 2 separate species, C5H9NO in total in a non-equilibrium geometry (the ωB97M-V functional and the def2-TZVPD basis, OMol25).

```
16
Properties=species:S:1:pos:R:3:forces:R:3
H -1.59599 0.94805 -0.74710 -0.683 1.434 -0.251
C 1.65792 -0.84143 0.34689 1.040 1.246 -0.218
H 1.91486 -1.83051 0.03200 -0.299 -0.946 0.233
C -0.59153 1.06800 2.21506 0.055 0.233 0.401
N 0.42598 0.80932 -0.79197 0.424 -0.223 -0.183
O 0.06865 1.29120 3.10020 -0.091 -0.058 -0.215
C -0.80160 1.35147 -1.38135 2.026 0.117 2.455
C -0.88864 -1.14164 -0.04468 1.304 1.586 -2.400
H -0.47102 2.41446 -1.37854 -1.776 -0.451 -0.489
H 2.53265 -0.24909 0.04124 -0.531 0.201 -0.431
H -0.88719 0.86232 -2.30039 -0.354 -0.078 -1.957
H -0.65389 -2.05455 0.44122 -0.504 -0.627 0.714
H -1.26851 -1.26142 -1.07660 0.019 -0.621 0.448
H 1.70520 -0.67759 1.40910 -0.319 -0.688 0.795
C 0.37210 -0.30989 -0.21323 0.902 -0.656 -0.214
H -1.51899 -0.37870 0.34814 -1.213 -0.469 1.312
```
Forces are in eV/Å.

Energy above the lowest of the compared OMol25 structures with the same formula, charge and spin ... 235.3 kJ/mol
Electronic energy ... -325.84793 Eh
Charge ... 0
Largest force on an atom ... 3.19 eV Å⁻¹
E_HOMO ... -0.3351 hartree
Orbital gap ... 10.2 eV


Record 3
# C5H9NO

The molecule C5H9NO in a non-equilibrium geometry (the ωB97M-V functional and the def2-TZVPD basis, OMol25).

```
16
Properties=species:S:1:pos:R:3:forces:R:3
C -0.22453 -0.07651 0.03435 0.038 0.062 0.237
C 0.73238 0.90192 -1.64198 -0.881 -1.001 -1.814
H -0.74980 1.53952 1.40179 -0.092 -0.224 -0.068
H 1.72557 -0.19734 1.30544 -0.178 -0.411 0.327
H -0.35463 -2.15434 0.66853 0.003 0.024 -0.101
C 1.21443 0.30399 0.48211 -0.040 0.987 1.062
N -0.43075 0.78126 -1.12532 0.521 0.615 -0.020
H 1.05275 1.73169 -2.27055 -0.394 -0.266 -0.361
H 1.44534 0.04276 -1.52289 -0.234 0.796 -1.003
H -0.86435 -0.07917 2.14501 -0.016 0.042 -0.168
O 1.70669 1.34055 0.07299 1.027 -0.580 1.657
H -1.61593 -1.62656 -0.47061 0.269 0.056 0.080
H -2.08872 0.46506 0.97228 0.043 -0.043 0.013
H 0.03028 -1.92630 -1.05897 -0.064 -0.008 0.097
C -1.02747 0.49409 1.22431 -0.176 -0.021 0.044
C -0.55124 -1.54063 -0.21647 0.174 -0.029 0.017
```
Forces are in eV/Å.

Energy above the lowest of the compared OMol25 structures with the same formula, charge and spin ... 329.8 kJ/mol
Electronic energy ... -325.81193 Eh
SMILES string ... C=NC(C)(C)C=O
Charge ... 0
Largest force on an atom ... 2.25 eV Å⁻¹
E_HOMO ... -0.3200 hartree
Orbital gap ... 9.2 eV


Record 4
# C5H9NO

The molecule C5H9NO in a non-equilibrium geometry (the ωB97M-V functional and the def2-TZVPD basis, OMol25).

```
16
Properties=species:S:1:pos:R:3:forces:R:3
N 1.26956 -0.01517 1.28279 -0.556 1.894 -0.837
H 0.42022 -0.30553 -2.30401 -0.676 -0.055 -0.343
C -2.00024 0.28518 -0.42600 1.034 -0.645 0.003
C 0.41469 0.86889 0.91672 -1.121 -2.676 -0.707
H 0.40120 -1.07103 -0.59136 0.302 0.289 -1.737
O 2.35980 -1.52588 2.81345 2.451 0.741 1.023
H 1.46744 0.21383 -0.96648 -0.204 -0.105 -0.801
C 0.46212 -0.13903 -1.24435 0.602 -1.623 2.140
H 0.61450 -1.69309 1.86303 0.529 0.671 1.022
H -2.57676 0.93707 0.20505 -0.332 0.464 0.113
H -0.61361 1.67054 -0.98279 0.611 0.680 0.486
H -2.38780 0.30986 -1.47344 0.376 0.172 0.819
C -0.49431 0.72756 -0.45439 1.414 0.809 -0.440
H -2.17131 -0.72476 -0.05630 0.227 -0.168 0.042
C 1.52835 -1.01810 2.15653 -3.949 -1.877 -2.173
H 0.04905 1.52911 1.63074 -0.707 1.428 1.389
```
Forces are in eV/Å.

Energy above the lowest of the compared OMol25 structures with the same formula, charge and spin ... 373.3 kJ/mol
Electronic energy ... -325.79536 Eh
SMILES string ... CC(C)/C=N/C=O
Charge ... 0
Largest force on an atom ... 4.88 eV Å⁻¹
E_HOMO ... -0.3549 hartree
Orbital gap ... 9.6 eV


Record 5
# C5H9NO

The molecule C5H9NO (the ωB97M-V functional and the def2-TZVPD basis, OMol25).

```
16
Properties=species:S:1:pos:R:3:forces:R:3
C -0.46141 0.55739 -0.39561 -0.086 0.122 -0.044
H -1.54431 0.69019 -0.27606 0.074 -0.008 -0.151
C -0.14871 -0.57594 -1.40918 0.002 -0.016 -0.242
H 0.30481 -0.62550 3.60017 0.169 -0.446 0.210
N 0.07645 -0.06754 1.90849 -0.156 0.209 -0.628
H -0.24444 2.46413 -1.37397 0.103 -0.026 0.082
H -0.94541 -0.81311 -2.11757 0.143 -0.024 0.074
H 0.77655 -0.38014 -1.95986 -0.128 -0.048 0.063
H -0.75949 -2.28296 -0.08677 0.112 0.118 -0.015
C 0.06765 -1.58028 -0.23803 0.031 -0.134 0.068
H 0.05262 2.51171 0.37428 0.010 -0.121 -0.148
O 0.36420 -1.11257 2.77128 0.105 -0.026 0.226
C -0.01659 -0.38479 0.69145 -0.108 0.256 0.418
C 0.19858 1.91786 -0.53478 0.019 0.035 -0.021
H 1.27689 1.83114 -0.70966 -0.148 -0.050 0.027
H 1.00262 -2.14959 -0.24419 -0.143 0.159 0.083
```
Forces are in eV/Å.

Energy above the lowest of the compared OMol25 structures with the same formula, charge and spin ... 289.3 kJ/mol
Electronic energy ... -325.82737 Eh
SMILES string ... C[C@H]1CC/C1=N\O
Charge ... 0
Largest force on an atom ... 0.68 eV Å⁻¹
E_HOMO ... -0.3458 hartree
Orbital gap ... 10.5 eV


Record 6
# C5H9NO

A structure of composition C5H9NO in a non-equilibrium geometry (the ωB97M-V functional and the def2-TZVPD basis, OMol25).

```
16
Properties=species:S:1:pos:R:3:forces:R:3
H 2.75798 -0.69269 -1.52168 -0.121 0.029 0.120
C -0.92940 0.85145 0.92226 -4.160 -3.540 -2.843
H -1.97353 1.02454 0.97980 0.023 2.417 1.606
H 0.26455 -0.63205 1.57670 0.020 0.057 -0.069
N 0.13239 0.37406 1.66275 0.869 0.023 0.763
H 2.71543 -0.36722 0.29218 -0.120 0.001 -0.117
H -2.20090 -0.05865 -1.08309 0.137 0.124 -0.015
H -1.41823 -1.36048 -0.14272 0.096 -0.301 -0.187
O 0.93942 -1.20508 -0.53537 -0.083 0.141 -0.010
H 0.52273 0.47303 -1.77255 0.034 -0.081 0.148
H -2.99090 -0.72385 0.36126 0.280 0.445 0.373
H 0.82225 2.01908 0.41511 0.180 0.063 0.048
C 0.36122 1.04156 0.34943 0.613 0.312 0.062
C 2.15899 -0.47205 -0.63932 0.276 -0.012 -0.068
C 0.86467 0.19877 -0.77351 0.149 -0.095 -0.272
C -2.02667 -0.47043 -0.09125 1.807 0.417 0.461
```
Forces are in eV/Å.

Energy above the lowest of the compared OMol25 structures with the same formula, charge and spin ... 574.7 kJ/mol
Electronic energy ... -325.71865 Eh
Charge ... 0
Largest force on an atom ... 6.16 eV Å⁻¹
E_HOMO ... -0.3062 hartree
Orbital gap ... 9.4 eV


Record 7
# C5H9NO

The molecule C5H9NO (the ωB97M-V functional and the def2-TZVPD basis, OMol25).

```
16
Properties=species:S:1:pos:R:3:forces:R:3
O 1.41444 -1.12046 -2.53543 0.188 -0.225 0.160
C -0.15013 1.15620 -0.25764 -0.374 -0.598 -0.417
H 0.72954 1.77582 -0.05612 -0.097 0.017 0.237
H -0.78820 1.65054 -0.98749 0.113 0.332 0.061
C -0.96102 0.74869 0.98391 0.475 0.495 -0.266
C 0.95378 -0.14385 -1.99226 -0.022 -0.060 -0.104
C 0.47399 -1.09800 0.24726 -0.011 -0.552 -0.733
H -2.02028 0.79902 0.73338 0.023 -0.156 0.116
N 0.23791 -0.13657 -0.83598 0.337 0.438 0.381
C -0.51424 -0.69059 1.33314 -0.505 0.236 -0.183
H 0.29544 -2.11051 -0.12187 0.008 0.107 0.051
H -0.11201 -0.78793 2.33597 0.118 0.038 0.052
H 1.09451 0.86539 -2.42356 -0.264 -0.009 -0.048
H 1.52649 -1.06700 0.54444 -0.029 0.161 0.217
H -0.77940 1.47759 1.76407 -0.041 -0.028 0.352
H -1.40082 -1.31834 1.26817 0.080 -0.198 0.125
```
Forces are in eV/Å.

Energy above the lowest of the compared OMol25 structures with the same formula, charge and spin ... 69.5 kJ/mol
Electronic energy ... -325.91106 Eh
SMILES string ... O=CN1CCCC1
Charge ... 0
Largest force on an atom ... 0.92 eV Å⁻¹
E_HOMO ... -0.3431 hartree
Orbital gap ... 10.2 eV


- What is the formula in the second record?
  C5H9NO


- Which of these has the lowest orbital gap?
  number 3


Repeat the fifth record exactly.
# C5H9NO

The molecule C5H9NO (the ωB97M-V functional and the def2-TZVPD basis, OMol25).

```
16
Properties=species:S:1:pos:R:3:forces:R:3
C -0.46141 0.55739 -0.39561 -0.086 0.122 -0.044
H -1.54431 0.69019 -0.27606 0.074 -0.008 -0.151
C -0.14871 -0.57594 -1.40918 0.002 -0.016 -0.242
H 0.30481 -0.62550 3.60017 0.169 -0.446 0.210
N 0.07645 -0.06754 1.90849 -0.156 0.209 -0.628
H -0.24444 2.46413 -1.37397 0.103 -0.026 0.082
H -0.94541 -0.81311 -2.11757 0.143 -0.024 0.074
H 0.77655 -0.38014 -1.95986 -0.128 -0.048 0.063
H -0.75949 -2.28296 -0.08677 0.112 0.118 -0.015
C 0.06765 -1.58028 -0.23803 0.031 -0.134 0.068
H 0.05262 2.51171 0.37428 0.010 -0.121 -0.148
O 0.36420 -1.11257 2.77128 0.105 -0.026 0.226
C -0.01659 -0.38479 0.69145 -0.108 0.256 0.418
C 0.19858 1.91786 -0.53478 0.019 0.035 -0.021
H 1.27689 1.83114 -0.70966 -0.148 -0.050 0.027
H 1.00262 -2.14959 -0.24419 -0.143 0.159 0.083
```
Forces are in eV/Å.

Energy above the lowest of the compared OMol25 structures with the same formula, charge and spin ... 289.3 kJ/mol
Electronic energy ... -325.82737 Eh
SMILES string ... C[C@H]1CC/C1=N\O
Charge ... 0
Largest force on an atom ... 0.68 eV Å⁻¹
E_HOMO ... -0.3458 hartree
Orbital gap ... 10.5 eV